Formula: C3H4NaO3
Source: the Open Molecules 2025 dataset
Level of theory: ωB97M-V with the def2-TZVPD basis set

Output
- LUMO energy (spin up / spin down): -1.191 / -1.297 eV
- Relative energy (zero: lowest compared OMol25 entry of this formula, charge and spin): 2.24 kcal per mole
- Frontier orbital gap (spin up / spin down): 0.304 / 0.299 hartree
- Spin multiplicity: 2
- Charge: 0
- E_tot: -13733.375 eV
- E_HOMO (spin up / spin down): -9.466 / -9.437 eV

Atoms and positions in Å:
H1 -1.864 0.480 0.817
H2 -0.051 1.842 2.926
H3 -1.249 0.451 3.214
H4 -0.702 1.898 0.529
O1 0.282 -0.763 -2.535
Na1 1.319 -1.949 -4.384
C1 -1.070 1.123 1.207
O2 2.015 -2.059 -2.074
O3 1.023 -0.935 -0.486
C2 1.108 -1.261 -1.734
C3 -0.812 1.173 2.520

Forces on the atoms, in the same order (eV/Å):
H 0.5 0.0 0.0
H -0.3 -0.1 -0.1
H 0.1 0.3 -0.2
H 0.2 -0.5 0.1
O -0.3 0.2 -0.3
Na -0.1 0.3 1.0
C -0.8 0.8 0.8
O 0.3 -0.3 -0.1
O 0.0 0.0 0.1
C 0.1 -0.2 -0.6
C 0.4 -0.5 -0.7

Atom charges from the Mulliken analysis, given in e for atoms 1 to 8: atom 1 (H): 0.226, atom 2 (H): 0.217, atom 3 (H): 0.215, atom 4 (H): 0.228, atom 5 (O): -0.772, atom 6 (Na): 0.954, atom 7 (C): -0.463, atom 8 (O): -0.785